{
  "formula": "C26H30N4O2S",
  "method": "wB97M-V/def2-TZVPD",
  "orbital_gap_ev": 7.93,
  "multiplicity": 1,
  "e_above_lowest_ev": 1.904,
  "charge": 0,
  "lumo_ev": 0.36,
  "max_force_ha_per_bohr": 0.01540,
  "total_energy_ha": -1776.4354,
  "elements": ["S", "C", "N", "C", "C", "C", "C", "C", "C", "H", "H", "O", "C", "C", "C", "C", "C", "C", "H", "H", "H", "H", "H", "H", "H", "H", "N", "C", "C", "C", "N", "C", "C", "O", "C", "C", "H", "H", "H", "H", "H", "H", "H", "H", "H", "H", "H", "H", "H", "H", "C", "C", "N", "C", "C", "C", "C", "H", "H", "H", "H", "H", "H"],
  "coordinates": [[0.35984, -0.89347, 0.31234], [-0.23887, 0.61284, 0.65525], [-0.44380, 1.58329, -0.27169], [-0.38052, 1.49467, -1.66110], [-0.67128, 0.33660, -2.37629], [-0.62077, 0.33637, -3.75618], [-0.28050, 1.49265, -4.44867], [-0.02515, 2.66297, -3.74042], [-0.07912, 2.66219, -2.36325], [0.11797, 3.57256, -1.81543], [0.21144, 3.56305, -4.28608], [-0.27132, 1.57210, -5.81918], [0.17207, 0.51643, -6.57003], [-0.34918, 0.39933, -7.85554], [0.09798, -0.60401, -8.69314], [1.06344, -1.49788, -8.26011], [1.58893, -1.37333, -6.98551], [1.15320, -0.37042, -6.13900], [1.57589, -0.26839, -5.15022], [2.35004, -2.05918, -6.64392], [1.40791, -2.28442, -8.91430], [-0.31285, -0.69019, -9.68823], [-1.09920, 1.10501, -8.17767], [-0.85767, -0.56599, -4.30024], [-0.93991, -0.56763, -1.85725], [-0.39590, 2.54441, 0.08069], [-0.52603, 0.96228, 1.93907], [-0.15379, 0.09258, 3.03515], [-1.24850, -0.92739, 3.35739], [-0.87050, -1.86379, 4.52481], [-0.27904, -3.13825, 4.19100], [0.99738, -3.08233, 3.49982], [1.60573, -4.48669, 3.51106], [0.75701, -5.42455, 2.89229], [-0.50328, -5.44400, 3.51750], [-1.15797, -4.06116, 3.49753], [-2.11821, -4.10173, 4.01625], [-1.32744, -3.76971, 2.44753], [-1.10703, -6.16787, 2.96717], [-0.39608, -5.77309, 4.56297], [2.54155, -4.50601, 2.95027], [1.79335, -4.78854, 4.55359], [1.66094, -2.39707, 4.03164], [0.89095, -2.75291, 2.45414], [-1.77091, -2.08815, 5.10431], [-0.16925, -1.34662, 5.18825], [-1.44218, -1.51803, 2.46206], [-2.16881, -0.39438, 3.60716], [0.76287, -0.42715, 2.75213], [0.05597, 0.71587, 3.90949], [-1.30395, 2.14423, 2.26523], [-0.42070, 3.36169, 2.40352], [-0.01496, 3.91626, 1.26471], [0.79609, 4.95784, 1.30682], [1.25007, 5.51382, 2.49210], [0.83115, 4.94254, 3.68317], [-0.01788, 3.84797, 3.64110], [-0.36536, 3.38308, 4.55107], [1.16031, 5.34251, 4.63087], [1.91070, 6.36577, 2.48190], [1.09035, 5.35959, 0.34627], [-1.82717, 1.95582, 3.20472], [-2.04807, 2.31800, 1.48111]],
  "lowdin_charge": [0.7304, -0.7520, 0.0631, -0.2509, -0.0466, -0.0084, -0.2676, 0.0005, -0.0137, 0.1049, 0.1182, 0.0317, -0.2618, -0.0085, -0.0883, -0.1027, -0.0814, -0.0228, 0.1200, 0.1043, 0.0977, 0.1022, 0.1164, 0.1247, 0.0566, 0.0823, -0.1192, -0.2199, -0.1593, -0.1911, -0.1795, -0.1716, -0.1953, -0.1303, -0.2006, -0.1689, 0.1255, 0.1255, 0.1235, 0.1251, 0.1246, 0.1248, 0.1276, 0.0836, 0.1146, 0.1184, 0.0825, 0.1073, 0.0709, 0.1220, -0.0914, -0.2448, 0.0881, -0.1153, -0.0542, -0.0547, -0.0139, 0.1117, 0.1095, 0.1041, 0.1111, 0.1240, 0.1373]
}



{
  "formula": "C26H30N4O3",
  "method": "wB97M-V/def2-TZVPD",
  "orbital_gap_ev": 8.89,
  "multiplicity": 1,
  "e_above_lowest_ev": 2.665,
  "charge": 0,
  "lumo_ev": 0.44,
  "max_force_ha_per_bohr": 0.01591,
  "total_energy_ha": -1453.5111,
  "elements": ["C", "C", "O", "C", "C", "C", "C", "C", "C", "H", "H", "H", "C", "N", "C", "C", "H", "H", "C", "N", "C", "C", "C", "N", "H", "H", "N", "C", "O", "C", "C", "O", "C", "C", "C", "C", "C", "C", "H", "H", "H", "H", "H", "H", "H", "H", "H", "H", "C", "C", "H", "H", "H", "H", "H", "H", "H", "H", "H", "H", "H", "H", "H"],
  "coordinates": [[-6.09469, -2.36321, 3.00119], [-6.75822, -1.00702, 3.00461], [-7.68213, -0.75837, 3.74744], [-6.22950, 0.01049, 2.05989], [-5.21804, -0.25518, 1.13746], [-4.76717, 0.73325, 0.27813], [-5.32504, 2.00590, 0.34791], [-6.32531, 2.28322, 1.26221], [-6.77890, 1.29154, 2.11062], [-7.56069, 1.48499, 2.82968], [-6.75326, 3.27346, 1.31161], [-4.95433, 2.77126, -0.31642], [-3.68458, 0.45288, -0.73069], [-2.66404, 1.48685, -0.67565], [-1.90718, 1.49084, 0.56204], [-0.89036, 0.34721, 0.66733], [-0.32042, 0.44399, 1.59105], [-1.39494, -0.61848, 0.68550], [0.05511, 0.39612, -0.53016], [0.97038, -0.72520, -0.49102], [2.18284, -0.85669, -1.07564], [2.59522, -2.16195, -0.87565], [1.55445, -2.74205, -0.14821], [0.58793, -1.87229, 0.06695], [1.47381, -3.74437, 0.22200], [3.51375, -2.60779, -1.19617], [2.86377, 0.12815, -1.80005], [3.11017, 1.41364, -1.42185], [2.59828, 1.95546, -0.46601], [4.09870, 2.11913, -2.33297], [5.54887, 1.83784, -1.89749], [5.89636, 0.47805, -2.01862], [5.79622, -0.37518, -0.94812], [6.27598, -1.66357, -1.18598], [6.21845, -2.62392, -0.19700], [5.67909, -2.31683, 1.04225], [5.20469, -1.04070, 1.27837], [5.26072, -0.06584, 0.29538], [4.86763, 0.91386, 0.51657], [4.77649, -0.79066, 2.23722], [5.62620, -3.06843, 1.81446], [6.59290, -3.61714, -0.39603], [6.68986, -1.88418, -2.15800], [5.71809, 2.20757, -0.88200], [6.22520, 2.36851, -2.57588], [3.96578, 1.79268, -3.36535], [3.92456, 3.19299, -2.26578], [3.49118, -0.26044, -2.49214], [-0.75470, 0.36610, -1.83079], [-1.77543, 1.51250, -1.81628], [-1.23486, 2.46450, -1.78393], [-2.37483, 1.49319, -2.72989], [-1.26811, -0.59452, -1.91143], [-0.09286, 0.47237, -2.69283], [0.64310, 1.31733, -0.48358], [-1.37718, 2.44708, 0.61472], [-2.61092, 1.44521, 1.39557], [-3.28891, -0.56242, -0.57134], [-4.12558, 0.48397, -1.73319], [-4.77527, -1.23805, 1.07869], [-6.21910, -2.83631, 2.02950], [-6.55475, -2.98722, 3.76316], [-5.03177, -2.26341, 3.20867]],
  "lowdin_charge": [-0.0177, -0.4061, 0.0818, -0.1517, 0.0178, -0.2097, -0.0244, -0.0585, -0.0150, 0.1157, 0.1046, 0.1162, -0.1538, -0.1720, -0.1666, -0.1171, 0.1232, 0.0989, -0.2641, -0.0453, -0.2304, -0.0097, -0.1394, 0.0818, 0.0978, 0.0905, 0.1733, -0.4863, 0.0685, -0.0594, -0.1740, -0.0536, -0.2765, -0.0229, -0.0944, -0.1005, -0.0721, -0.0257, 0.1054, 0.1101, 0.1010, 0.1050, 0.1174, 0.1278, 0.1314, 0.1225, 0.1284, 0.1516, -0.1066, -0.1821, 0.1243, 0.1186, 0.1178, 0.1140, 0.1256, 0.1266, 0.1205, 0.1165, 0.1330, 0.1109, 0.0869, 0.0833, 0.0872]
}



{
  "formula": "C26H30N4O4S",
  "method": "wB97M-V/def2-TZVPD",
  "orbital_gap_ev": 8.79,
  "multiplicity": 1,
  "e_above_lowest_ev": 0.820,
  "charge": 0,
  "lumo_ev": 0.43,
  "max_force_ha_per_bohr": 0.02241,
  "total_energy_ha": -1927.0190,
  "elements": ["C", "C", "C", "C", "C", "C", "C", "H", "H", "N", "C", "O", "C", "C", "C", "O", "N", "C", "N", "C", "C", "S", "H", "H", "H", "H", "H", "H", "H", "C", "C", "C", "C", "C", "C", "C", "H", "H", "O", "H", "H", "H", "H", "C", "O", "N", "H", "C", "C", "H", "H", "H", "C", "H", "H", "H", "C", "H", "H", "H", "H", "H", "H", "H", "H"],
  "coordinates": [[4.92124, -0.65505, -3.03348], [3.66632, -0.34931, -2.27506], [2.90664, -1.37393, -1.72184], [1.74475, -1.10233, -1.02365], [1.32062, 0.21198, -0.86724], [2.05485, 1.24169, -1.44386], [3.22152, 0.95875, -2.12908], [3.79106, 1.76681, -2.56484], [1.69968, 2.25778, -1.35988], [0.11306, 0.47634, -0.17462], [0.01406, 1.15259, 0.99477], [-1.05771, 1.32278, 1.54469], [1.30465, 1.65834, 1.61760], [1.72422, 0.76961, 2.79946], [1.91506, -0.66224, 2.38540], [1.12300, -1.54627, 2.60975], [3.08175, -0.99665, 1.71803], [4.13294, -0.23859, 1.29982], [4.26363, 1.03672, 1.38771], [5.43445, 1.46190, 0.85295], [6.23292, 0.49614, 0.34103], [5.49885, -1.05324, 0.53179], [7.19115, 0.58941, -0.12587], [5.65004, 2.51416, 0.86707], [3.13908, -1.98353, 1.49087], [2.65553, 1.15877, 3.21127], [0.93946, 0.78621, 3.55777], [2.11939, 1.71318, 0.90223], [1.09944, 2.65734, 2.00541], [-1.09931, 0.01645, -0.85324], [-1.55716, -1.35466, -0.43834], [-2.05366, -2.22116, -1.40583], [-2.50663, -3.48173, -1.06567], [-2.46442, -3.90321, 0.25829], [-1.96785, -3.04334, 1.23287], [-1.52497, -1.78283, 0.88687], [-1.14172, -1.13475, 1.65746], [-1.92998, -3.37854, 2.25621], [-2.89505, -5.13650, 0.63853], [-3.21063, -5.62537, -0.13101], [-2.88899, -4.14508, -1.83086], [-2.08586, -1.90688, -2.43924], [-0.85585, -0.00341, -1.92383], [-2.17841, 1.13386, -0.72572], [-1.96760, 2.20900, -1.24632], [-3.31720, 0.75050, -0.13629], [-3.28369, -0.10859, 0.39232], [-4.43817, 1.64255, 0.16611], [-5.45775, 0.81831, 0.95066], [-5.02887, 0.48354, 1.89277], [-5.76832, -0.05250, 0.37637], [-6.33655, 1.41961, 1.16738], [-3.95085, 2.82550, 1.00465], [-3.26941, 3.43325, 0.41703], [-4.79146, 3.43644, 1.32289], [-3.41328, 2.46337, 1.87702], [-5.04604, 2.13088, -1.15060], [-5.40486, 1.28814, -1.73771], [-4.29200, 2.66134, -1.72441], [-5.87706, 2.80255, -0.95334], [1.15912, -1.90180, -0.59351], [3.23411, -2.39764, -1.83572], [4.67896, -0.90919, -4.06568], [5.58678, 0.20479, -3.04483], [5.44298, -1.50231, -2.59356]],
  "lowdin_charge": [-0.0584, -0.3051, -0.0599, -0.0072, -0.2241, -0.0010, -0.0311, 0.1160, 0.1311, 0.0623, -0.4256, 0.0827, -0.0694, -0.0772, -0.4460, 0.0923, 0.1141, -0.6014, 0.0535, -0.2309, -0.3957, 1.0431, 0.0599, 0.1069, 0.1460, 0.1141, 0.1309, 0.0720, 0.1347, -0.1185, -0.2056, -0.0254, -0.0199, -0.3193, 0.0112, -0.0268, 0.1014, 0.1224, 0.0545, 0.1051, 0.1120, 0.1198, 0.1637, -0.4504, 0.0727, 0.1344, 0.1256, -0.5801, -0.0387, 0.0857, 0.0838, 0.0847, -0.0325, 0.0791, 0.0827, 0.0780, -0.0337, 0.0831, 0.0745, 0.0826, 0.1231, 0.1167, 0.0853, 0.0766, 0.0654]
}



{
  "formula": "C26H30N6RuSe2Si2",
  "method": "wB97M-V/def2-TZVPD",
  "orbital_gap_ev": [7.65, 5.04],
  "multiplicity": 5,
  "charge": 2,
  "lumo_ev": [-6.49, -9.14],
  "max_force_ha_per_bohr": 0.08566,
  "total_energy_ha": -6813.2927,
  "elements": ["Ru", "C", "Si", "C", "C", "C", "C", "C", "C", "C", "C", "N", "Si", "C", "C", "C", "H", "H", "H", "H", "H", "H", "H", "H", "H", "H", "H", "H", "H", "H", "H", "H", "H", "H", "H", "H", "H", "H", "Se", "Se", "C", "C", "C", "C", "C", "N", "C", "C", "C", "C", "C", "N", "H", "H", "H", "H", "H", "H", "H", "H", "N", "C", "C", "C", "N", "C", "N"],
  "coordinates": [[0.14574, 0.40965, -0.28332], [-0.91423, -1.66404, 2.16265], [-2.00734, -0.37974, 1.31690], [-3.22010, -0.00838, 2.70995], [-2.83452, -1.68040, 0.17796], [-1.49515, 1.33328, 0.66387], [-0.48382, 2.10230, 1.49220], [-0.52378, 3.32319, 2.15735], [0.69686, 3.95337, 2.53046], [1.87036, 3.23321, 2.37884], [1.87758, 1.98328, 1.73754], [0.76242, 1.53604, 1.17990], [-2.57559, 2.17365, -0.64949], [-4.41251, 2.04485, -0.24439], [-2.32273, 1.77319, -2.46619], [-2.30853, 4.03783, -0.75257], [-1.66528, -2.25889, 2.74059], [-0.08736, -1.28066, 2.69247], [-0.50938, -2.41329, 1.42112], [-3.05490, 1.00283, 3.18552], [-3.03740, -0.75811, 3.49506], [-4.25667, -0.06024, 2.35707], [-3.71961, -2.12827, 0.64070], [-2.08779, -2.50098, 0.03649], [-3.21014, -1.32451, -0.80880], [-1.51954, 3.68493, 2.37517], [0.69923, 4.92042, 2.90831], [2.78220, 3.72707, 2.60717], [2.73084, 1.31341, 1.82247], [-4.69516, 0.99533, -0.47470], [-4.95180, 2.71445, -0.92842], [-4.68503, 2.24937, 0.76532], [-3.08556, 2.40609, -2.93761], [-2.55733, 0.71249, -2.69151], [-1.30965, 2.06127, -2.87427], [-2.59993, 4.66791, 0.11414], [-2.87248, 4.44461, -1.59070], [-1.27470, 4.33785, -1.01269], [0.09413, -0.88762, -2.46449], [2.63752, -1.40570, 1.28498], [2.16373, -3.29777, 1.46322], [2.44976, -3.85120, 2.74867], [2.20043, -5.20138, 3.00284], [1.57672, -5.90326, 1.95724], [1.36501, -5.30900, 0.71441], [1.58126, -3.95425, 0.50986], [1.25871, 0.59436, -2.92790], [1.64515, 1.01595, -4.22055], [2.56048, 2.09319, -4.32482], [2.90224, 2.81751, -3.18023], [2.38619, 2.38075, -1.94362], [1.61351, 1.27442, -1.80781], [2.99196, -3.20938, 3.39610], [2.44190, -5.68439, 3.92372], [1.23734, -6.93645, 2.08265], [1.01031, -5.87062, -0.15264], [1.36382, 0.40782, -5.05956], [2.87492, 2.32199, -5.32099], [3.49565, 3.69254, -3.20125], [2.59139, 2.98903, -1.03558], [1.63484, -1.04857, -0.28117], [1.65261, -1.60355, -1.50783], [2.58599, -2.51423, -2.04528], [3.72781, -3.01276, -1.37346], [4.76173, -3.46043, -0.99969], [2.20673, -3.30968, -3.12337], [1.70096, -3.81170, -4.06804]],
  "lowdin_charge": [1.1057, -0.1963, 0.4264, -0.1564, -0.1747, -0.3976, -0.2922, 0.0284, 0.0236, -0.0123, -0.1121, -0.1068, 0.4488, -0.1498, -0.1931, -0.1888, 0.0724, -0.0098, 0.0212, 0.0552, 0.0398, 0.0431, 0.0500, 0.0317, 0.0304, 0.1291, 0.1075, 0.1143, 0.0759, 0.0441, 0.0563, 0.0274, 0.0525, 0.0217, 0.0412, 0.0473, 0.0408, 0.0377, 1.1681, 1.1327, -0.5807, -0.0745, -0.0090, -0.0344, -0.0649, 0.0447, -0.5288, -0.0157, 0.0110, 0.0045, -0.0678, -0.0712, 0.0861, 0.1179, 0.1230, 0.1207, 0.1176, 0.1235, 0.1121, 0.1286, -0.4328, -0.5456, -0.2152, -0.1828, 0.2595, -0.1659, 0.2567]
}